22
Properties=species:S:1:pos:R:3:forces:R:3:lowdin_charge:R:1 method="wB97M-V/def2-TZVPD" e_above_lowest_ev=2.155 total_energy_ha=-437.77488 charge=0 spin_multiplicity=1 max_force_ev_per_a=4.113 smiles="CNC(N)=O.C=CCN" homo_lumo_gap_ev=9.19
C 1.880 -1.782 -0.744 -0.1 -0.1 0.1 -0.0832
N 1.850 -0.418 -0.263 -0.7 0.2 0.4 -0.0076
C 0.841 0.442 -0.692 2.9 1.2 -2.6 -0.6222
N 0.949 1.746 -0.198 -0.6 -0.6 0.2 0.1472
O 0.274 0.242 -1.776 -0.1 -0.2 1.4 0.0032
H 1.475 -1.789 -1.754 0.0 0.0 0.1 0.0836
H 2.910 -2.139 -0.763 -0.1 0.0 0.0 0.0810
H 1.287 -2.458 -0.118 0.0 0.0 -0.1 0.0779
H 2.167 -0.286 0.687 -0.1 0.0 -0.1 0.1213
H 0.787 2.455 -0.896 0.0 -0.1 0.1 0.1102
H 1.658 1.943 0.490 0.0 0.0 -0.1 0.0944
C -0.372 -0.034 2.035 0.5 -0.2 -0.3 -0.0393
C -0.915 -0.294 0.853 -3.6 0.8 1.0 -0.1841
C -2.104 0.708 0.265 2.7 -1.2 0.7 -0.2661
N -2.392 0.486 -1.097 -0.1 0.0 -1.4 -0.0256
H -0.257 0.982 2.387 -0.3 0.2 0.2 0.0584
H 0.060 -0.810 2.655 0.3 -0.1 -0.1 0.0540
H -1.050 -1.323 0.532 0.3 -0.1 -0.2 0.0955
H -2.988 0.534 0.885 0.3 0.1 0.0 0.1061
H -1.683 1.705 0.404 -0.4 0.1 0.2 0.0890
H -2.864 -0.400 -1.245 0.1 0.1 0.0 0.0669
H -1.513 0.491 -1.647 -0.9 -0.1 0.4 0.0394